# 1
Below is 2 unconnected molecules or ions with the total composition C3H11NS in a non-equilibrium geometry, with properties calculated with wB97M-V/def2-TZVPD.

```
16
Properties=species:S:1:pos:R:3
C 3.314 1.615 0.113
S 2.607 0.685 -1.276
H 3.968 1.004 0.724
H 3.902 2.415 -0.340
H 2.554 2.185 0.627
C -2.809 -1.654 0.487
C -1.990 -0.537 -0.241
N -1.157 0.223 0.692
H -2.480 -1.900 1.488
H -3.876 -1.461 0.425
H -2.646 -2.550 -0.111
H -1.367 -1.058 -0.954
H -2.734 0.003 -0.827
H -0.282 -0.290 0.802
H -0.733 1.038 0.249
H 3.727 0.283 -1.860
```

Computed properties:
Max |F|: 0.0311 hartree/bohr
Structure (SMILES): CCN.CS
Energy above the lowest of the compared OMol25 structures with the same formula, charge and spin: 0.838 eV
LUMO energy: 0.809 eV
Calculated total energy: -15613.913 eV

***

# 2
Below is 2 unconnected molecules or ions with the total composition C3H9N2O2 in a non-equilibrium geometry, with properties calculated with wB97M-V/def2-TZVPD.

```
16
Properties=species:S:1:pos:R:3
O -0.044 1.140 -2.263
C -0.336 1.311 -1.087
C -1.673 0.939 -0.475
N -1.579 1.053 0.987
H 0.295 1.947 -0.456
H -2.436 1.625 -0.834
H -1.908 -0.091 -0.762
H -2.432 0.916 1.525
H -0.762 0.498 1.258
N 1.723 -2.224 0.304
C 1.665 -0.703 0.352
O 0.417 -0.212 0.126
H 1.101 -2.692 1.011
H 1.473 -2.670 -0.597
H 2.064 -0.523 1.338
H 2.433 -0.316 -0.427
```

Computed properties:
Max |F|: 0.0457 hartree/bohr
Energy above the lowest of the compared OMol25 structures with the same formula, charge and spin: 2.806 eV
LUMO energy: 4.430 eV
Total charge: -1
Calculated total energy: -10331.569 eV